# 1
The following is a quantum chemistry calculation of a 13-piece molecular cluster, C57H150N10O20 overall, from the OMol25 dataset.

The geometry in XYZ format:
```
237
Properties=species:S:1:pos:R:3:forces:R:3
C -4.90529 1.61594 -0.84393 0.0 -0.4 0.1
O -4.60957 0.21615 -0.71002 0.0 0.2 -0.2
H -5.69620 1.80633 -1.57445 -0.1 -0.2 0.1
H -5.21397 1.96770 0.14089 0.1 0.5 -0.2
H -4.00819 2.12558 -1.18942 0.0 0.1 0.1
H -5.02357 -0.06920 0.10607 0.1 -0.2 0.0
C -1.81834 3.43998 0.16254 1.4 0.0 0.1
O -2.52079 4.53534 -0.38866 -0.3 0.0 0.1
H -2.38351 2.51821 0.06635 -0.3 0.2 0.1
H -0.86178 3.28610 -0.35870 -0.2 -0.1 -0.2
H -1.49116 3.60304 1.19614 -0.5 0.0 0.1
H -1.99182 5.33040 -0.25534 -0.1 0.1 0.0
C 4.02913 2.07130 -1.40958 -1.0 0.3 -0.5
O 3.42949 2.17389 -0.12943 0.2 -0.2 -0.1
H 4.99084 2.58428 -1.48105 0.3 -0.4 0.2
H 4.01270 1.04041 -1.77340 0.6 -0.1 0.1
H 3.38330 2.58109 -2.13607 0.0 0.2 0.2
H 3.64488 1.36147 0.36066 -0.2 0.2 0.3
C -9.50221 1.84445 -3.26153 0.1 0.1 -0.3
O -8.15884 1.92710 -3.68684 -0.3 1.0 -0.2
C -7.94730 1.43069 -4.98039 1.2 -1.8 0.0
C -6.47522 1.67631 -5.33642 -0.5 -0.1 -0.5
N -5.99179 0.78035 -6.39496 -0.3 0.3 0.3
C -4.72752 1.20826 -6.98598 0.5 -1.1 0.2
C -3.54946 1.28989 -6.00554 -1.9 1.1 0.5
O -3.48847 0.07011 -5.31557 0.6 -0.2 -0.7
C -2.70158 0.12850 -4.15590 1.0 0.0 0.1
H -9.72666 0.80236 -3.00702 -0.2 0.2 0.3
H -10.20672 2.18079 -4.03268 0.1 -0.1 -0.1
H -9.62335 2.54927 -2.44002 0.0 -0.4 0.3
H -8.59443 1.79481 -5.78389 -0.3 0.3 0.3
H -8.05756 0.33077 -4.92358 -0.3 0.1 -0.3
H -5.87674 1.47221 -4.44320 -0.1 0.8 0.3
H -6.46084 2.69698 -5.72799 0.7 0.1 0.4
H -5.75487 -0.08308 -5.91174 -0.2 -0.2 -0.3
H -4.80588 2.15387 -7.52146 -0.2 -0.1 -0.1
H -4.47961 0.37601 -7.65370 0.1 0.4 -0.5
H -3.83759 2.05256 -5.26362 0.4 0.2 0.0
H -2.68809 1.68245 -6.55469 0.5 -0.7 0.2
H -1.66747 0.45089 -4.35217 -0.2 0.3 -0.2
H -2.55632 -0.88105 -3.77764 -0.5 0.1 0.2
H -3.13308 0.82279 -3.42447 -0.1 -0.3 0.2
C 6.23726 4.51952 1.65948 -0.1 1.0 -0.3
O 6.34853 4.44000 3.05798 0.2 -0.5 0.1
C 5.98344 3.15708 3.56264 -0.3 1.0 0.3
C 5.59271 3.33152 5.05374 -0.1 0.0 -1.3
N 4.69943 2.29324 5.51185 0.4 0.1 1.0
C 5.20165 0.94482 5.43176 0.1 -0.6 0.1
C 4.13960 -0.04301 5.82545 -1.5 0.1 0.0
O 3.11420 0.05025 4.81587 0.1 0.1 0.6
C 2.06729 -0.86075 5.01369 -0.3 -0.7 -0.6
H 5.20595 4.36766 1.31823 0.0 -0.3 0.1
H 6.91811 3.87632 1.09237 0.0 -0.3 0.2
H 6.47898 5.55688 1.41085 0.1 -0.1 -0.1
H 6.80108 2.45387 3.38766 -0.1 -0.2 -0.1
H 5.06481 2.86516 3.03916 0.1 -0.4 -0.1
H 5.07316 4.28978 5.05999 -0.1 0.0 0.3
H 6.49182 3.42654 5.66339 -0.1 -0.2 0.2
H 3.75469 2.38951 5.17564 0.0 0.0 -0.2
H 6.03064 0.75814 6.12451 0.1 0.5 -0.1
H 5.54969 0.68138 4.42347 0.1 -0.1 0.0
H 3.67115 0.22143 6.78361 0.2 0.3 0.0
H 4.42638 -1.09165 5.96013 0.5 0.1 -0.4
H 1.32304 -0.71986 4.22644 0.1 0.2 0.0
H 1.53907 -0.79022 5.97129 0.3 0.3 0.2
H 2.44366 -1.88531 4.87981 -0.1 0.0 0.3
C 3.66893 -2.04519 -2.45795 0.4 -0.8 -0.3
O 3.86553 -1.13434 -3.50323 -0.7 0.0 0.2
C 5.00615 -1.33792 -4.29401 0.0 0.5 -0.9
C 4.90965 -0.27553 -5.42712 -0.5 -1.3 0.9
N 4.51096 0.98303 -4.83614 0.9 0.4 -0.7
C 4.45224 2.09952 -5.75643 -0.6 1.6 0.7
C 5.81335 2.67693 -6.15946 -0.4 -0.4 0.9
O 6.55433 1.84210 -7.00996 0.5 -0.2 -0.4
C 6.13156 1.88176 -8.35128 -0.5 1.2 -0.2
H 3.49555 -3.06788 -2.82604 0.1 0.0 -0.2
H 2.76870 -1.79932 -1.90318 0.2 0.4 0.1
H 4.57126 -2.08938 -1.83467 -0.2 0.1 0.3
H 5.01328 -2.33055 -4.76216 -0.1 -0.1 0.2
H 5.92401 -1.23512 -3.70292 0.0 0.2 0.1
H 4.15272 -0.65194 -6.13143 0.0 0.0 -0.1
H 5.85919 -0.24622 -5.95500 0.0 0.4 0.1
H 3.64573 0.88061 -4.32808 0.0 -0.1 0.0
H 3.99978 2.92824 -5.19007 0.1 -0.1 0.1
H 3.72211 2.04198 -6.57828 0.4 -0.6 -0.4
H 6.36662 2.77476 -5.22135 0.2 -0.3 -0.1
H 5.72228 3.71521 -6.50336 -0.2 -0.2 -0.6
H 6.35283 2.85736 -8.80834 0.3 0.0 0.1
H 5.04162 1.82969 -8.43397 0.0 -0.6 0.0
H 6.63183 1.13330 -8.95535 0.0 -0.3 0.3
C 0.63605 2.34159 -6.37410 0.2 -0.6 0.3
O 0.49796 2.74113 -5.02274 0.2 0.4 -0.1
C -0.28272 3.91364 -4.90983 -0.4 0.3 0.5
C -0.72937 4.09553 -3.45086 0.0 -0.2 -0.8
N -1.48324 5.31671 -3.25421 0.2 0.1 -0.6
C -0.63349 6.50761 -3.31898 -1.2 -0.5 0.4
C -1.40979 7.72457 -2.85617 0.3 0.1 -0.6
O -2.01122 7.49988 -1.60164 1.1 0.3 0.4
C -2.65824 8.62928 -1.04629 -1.2 -0.2 0.0
H 1.54155 1.73897 -6.45984 -0.1 -0.1 0.1
H 0.75042 3.17174 -7.07475 -0.2 0.2 0.1
H -0.21273 1.69890 -6.62348 -0.1 0.2 -0.4
H -1.23264 3.80259 -5.44595 0.2 0.1 -0.4
H 0.27539 4.77875 -5.28111 0.0 0.0 -0.2
H 0.13919 4.03862 -2.77962 0.0 -0.3 0.1
H -1.40492 3.24111 -3.37735 0.1 0.0 0.9
H -1.96306 5.28008 -2.36519 -0.1 -0.1 0.0
H -0.37864 6.71686 -4.35821 0.4 -0.1 0.0
H 0.26274 6.34646 -2.70586 0.2 0.3 -0.1
H -2.17567 7.99891 -3.58813 -0.2 -0.2 -0.1
H -0.67696 8.54162 -2.89559 -0.2 0.3 0.6
H -2.45976 8.77135 0.01689 0.4 -0.3 0.0
H -3.72705 8.40230 -1.13331 -0.1 0.5 0.1
H -2.45402 9.57967 -1.54203 0.2 -0.2 -0.2
C 3.10255 -6.14911 -1.58662 -0.5 0.6 -1.1
O 1.91960 -5.98526 -0.83304 0.5 0.1 0.1
C 2.24650 -5.82446 0.54646 -1.0 -0.6 0.3
C 1.07987 -5.12195 1.22821 0.2 0.3 -0.4
N -0.11586 -5.95422 1.28696 0.8 -0.2 0.1
C -1.28686 -5.15175 1.55172 -0.5 1.2 -0.3
C -2.59592 -5.88036 1.35716 0.2 -0.5 -1.0
O -2.55989 -6.56935 0.09762 0.3 -0.3 0.3
C -3.61779 -7.50430 0.00242 0.7 -0.1 -0.1
H 2.86176 -6.24910 -2.65046 -0.4 -0.4 0.2
H 3.67552 -7.02857 -1.29242 0.3 0.2 0.2
H 3.64386 -5.19526 -1.60831 0.6 -0.3 0.6
H 3.18091 -5.28115 0.69522 0.0 0.2 -0.2
H 2.34344 -6.82720 0.97930 0.3 0.0 0.1
H 0.86074 -4.24511 0.59604 0.2 0.2 0.2
H 1.38902 -4.77573 2.21835 -0.1 0.0 0.1
H -0.15388 -6.32869 0.34209 -0.7 -0.2 0.2
H -1.27516 -4.22790 0.94542 -0.2 -0.2 -0.5
H -1.30606 -4.67951 2.54323 0.3 -0.6 0.3
H -3.41905 -5.16252 1.27700 -0.1 0.1 0.5
H -2.76210 -6.62959 2.13084 0.0 0.2 0.2
H -4.53005 -6.94643 0.22424 -0.5 -0.5 -0.4
H -3.51524 -8.38696 0.65224 0.1 0.5 0.6
H -3.52914 -7.98807 -0.97137 -0.6 0.6 -0.3
C -4.27396 -8.34264 3.89625 -0.9 -1.1 -0.1
O -3.17241 -7.54634 4.19272 0.0 0.2 0.2
C -2.47070 -7.97313 5.35816 -0.1 -0.4 -0.1
C -1.18617 -7.15418 5.39724 -0.7 0.1 -0.5
N -1.45258 -5.77626 5.81569 -0.3 0.0 -0.7
C -0.26876 -4.97994 6.05012 0.4 0.6 0.2
C -0.55880 -3.49118 6.15371 -0.4 -0.2 0.3
O -1.08712 -3.00895 4.93082 0.3 0.0 -0.3
C -1.80656 -1.81748 5.09820 -0.2 0.9 0.4
H -4.02565 -9.28793 3.39135 0.5 0.1 -0.1
H -4.99054 -7.84085 3.24635 0.3 0.4 0.0
H -4.84602 -8.68864 4.76802 0.2 0.4 0.3
H -2.23319 -9.04030 5.26934 0.2 0.0 -0.1
H -3.15576 -7.89174 6.20717 0.3 0.3 0.3
H -0.92833 -7.16449 4.32780 0.7 -0.1 0.2
H -0.39339 -7.61512 5.98317 -0.1 0.0 0.2
H -1.96204 -5.39974 5.01907 -0.1 0.4 0.3
H 0.54557 -5.02733 5.30949 -0.1 -0.7 -0.1
H 0.09974 -5.30178 7.02814 0.4 0.1 -0.1
H 0.35726 -2.92914 6.36557 0.1 -0.2 0.2
H -1.26456 -3.33144 6.97913 -0.1 0.1 -0.1
H -1.83385 -1.17564 4.21472 -0.2 -0.8 -0.5
H -1.35526 -1.09463 5.79677 0.2 -0.6 0.5
H -2.81283 -2.06704 5.44539 -0.1 0.3 -0.1
C 1.80465 3.94335 2.02643 0.2 0.2 0.0
O 0.76436 3.65505 2.93253 -0.6 0.2 0.1
C 0.82485 2.33011 3.41922 1.0 0.0 0.2
C -0.28970 2.09147 4.40215 -0.5 0.9 -0.4
N -0.17663 2.99233 5.54768 -0.6 -0.9 0.0
C 0.62041 2.49931 6.63361 0.5 1.0 1.2
C 0.81190 3.59681 7.69776 -0.5 0.4 -0.9
O 2.00580 4.32480 7.46359 0.2 -0.7 0.3
C 2.13146 5.42607 8.33665 -0.2 -0.1 -0.3
H 1.53471 3.58538 1.03195 0.4 -0.2 -0.1
H 2.75045 3.52015 2.38389 0.0 -0.3 -0.3
H 1.98633 5.01853 1.97459 -0.4 0.1 0.1
H 1.77456 2.26748 3.97450 0.0 -0.4 -0.1
H 0.87364 1.58276 2.61637 -0.2 0.1 -0.1
H -0.33696 1.03819 4.67992 0.3 0.1 0.4
H -1.25519 2.28770 3.92258 0.1 0.0 -0.2
H 0.05541 3.93332 5.26730 0.2 0.0 -0.2
H 1.65188 2.18551 6.39920 -0.2 -0.3 -0.3
H 0.10142 1.69863 7.16815 0.0 -0.3 -0.4
H 0.72980 3.13313 8.68619 0.5 0.3 0.2
H 0.01563 4.34599 7.58929 -0.4 -0.4 0.2
H 1.40856 6.20889 8.06978 0.1 0.1 0.0
H 3.14858 5.78738 8.20242 -0.1 0.2 0.2
H 1.93267 5.14408 9.37606 0.2 0.0 0.0
C -5.20492 -1.88181 -3.22734 -0.1 -1.0 0.0
C -6.09988 -2.92273 -2.55062 -0.8 -0.6 0.1
C -7.14556 -2.25794 -1.65219 0.6 0.0 -0.4
O -7.98871 -3.23766 -1.09497 -0.3 0.0 0.0
C -9.05097 -2.66653 -0.35237 0.3 0.1 -0.2
N -6.74378 -3.79262 -3.55802 -0.3 0.5 -0.2
H -5.75039 -0.96508 -3.45552 0.1 0.1 0.2
H -4.88092 -2.32069 -4.17299 0.1 0.1 0.0
H -4.32084 -1.68591 -2.63021 -0.1 0.3 0.1
H -5.57598 -3.64465 -1.91685 0.5 0.4 0.0
H -7.71675 -1.56975 -2.29335 -0.1 0.1 0.2
H -6.62471 -1.69861 -0.86437 -0.1 0.2 0.0
H -8.70920 -2.35651 0.63987 0.0 0.0 0.1
H -9.84108 -3.40805 -0.26468 0.0 0.0 0.1
H -9.42712 -1.78242 -0.87663 -0.2 0.0 0.0
H -7.54648 -4.23228 -3.11434 0.1 -0.2 0.0
H -7.15550 -3.21072 -4.28681 0.1 0.0 0.0
C -0.04729 -1.35996 1.57996 1.4 -0.2 -0.7
C -0.62926 -0.90981 0.24258 -0.6 -0.8 -0.4
C 0.41879 -1.04632 -0.89845 -0.1 2.0 1.4
O 0.00221 -0.28877 -2.00536 -0.2 -0.6 -1.2
C 0.39631 1.06147 -2.08994 -0.1 -0.1 1.3
N -1.86745 -1.62645 -0.10168 -0.4 0.2 -0.5
H 0.64393 -0.59346 1.94708 -0.3 0.2 0.2
H 0.65123 -2.17172 1.34108 -0.3 -0.3 0.4
H -0.72853 -1.69109 2.35588 -0.3 0.1 -0.2
H -0.90285 0.14621 0.31969 0.1 0.1 -0.1
H 0.63070 -2.05340 -1.25112 -0.2 -0.3 0.3
H 1.29833 -0.59026 -0.41735 0.5 -0.2 -0.6
H 0.30619 1.47919 -1.07858 0.2 0.4 -0.1
H -0.30103 1.58619 -2.73023 0.1 -0.1 -0.2
H 1.42174 1.20612 -2.44014 0.0 -0.2 -0.1
H -2.40855 -1.01976 -0.71636 -0.2 0.1 0.3
H -1.66232 -2.39460 -0.73819 0.2 -0.2 0.4
C 3.73556 -1.98429 1.17886 0.8 -1.1 -0.3
C 4.78671 -1.06770 1.78902 -1.5 0.8 -0.2
C 5.88980 -0.77355 0.81062 0.5 0.5 -1.0
O 6.67400 0.32231 1.26632 0.3 -0.5 0.7
C 7.83109 0.52576 0.48692 0.1 -0.2 0.3
N 4.08452 0.22064 2.00683 1.0 0.9 0.8
H 3.28930 -1.55787 0.28339 -0.1 0.3 0.2
H 2.96490 -2.26186 1.89644 -0.1 0.2 0.0
H 4.21993 -2.91157 0.84205 -0.1 -0.1 0.1
H 5.17927 -1.51919 2.70707 0.1 0.1 0.0
H 5.51078 -0.43353 -0.16750 -0.5 -0.3 0.1
H 6.49829 -1.65750 0.57855 0.1 0.0 0.4
H 7.55232 0.78738 -0.53571 0.2 0.1 -0.1
H 8.48140 -0.35603 0.49325 -0.2 -0.2 -0.2
H 8.43791 1.29718 0.95722 -0.3 0.3 -0.1
H 3.66477 0.31389 2.93791 -0.3 -0.8 -0.3
H 4.82970 0.91182 2.13042 0.0 0.0 -0.4
```
Positions in Å, forces in eV/Å.

## Properties
- 2S+1 = 1
- total charge = 0
- maximum force (eV/Å) = 2.5
- energy relative to the best compared isomer or geometry (same formula, charge and spin) (eV) = 0.000
- Kohn-Sham gap (eV) = 9.06



# 2
The following is a quantum chemistry calculation of C33H36Cl3FeNO7P2Sb2Si as an isolated structure, from the OMol25 dataset.

The geometry in XYZ format:
```
86
Properties=species:S:1:pos:R:3:forces:R:3
Fe 1.28437 -0.82625 -0.53547 -0.1 0.7 0.5
C -2.14427 1.28338 -1.28339 0.0 0.0 0.0
C -2.92844 0.78163 -0.06593 0.0 0.0 0.0
C -2.60053 -0.64015 0.41852 0.0 0.0 0.0
Sb -0.75945 -0.71694 1.54339 0.1 -0.2 -0.2
C -1.50298 0.67066 3.01464 0.0 0.1 0.0
C -1.16499 2.02061 2.97411 -0.1 0.1 -0.1
C -1.74652 2.92923 3.85003 0.0 0.0 0.0
C -2.67103 2.49640 4.78855 0.0 0.0 0.0
C -3.01033 1.15074 4.84671 0.0 0.0 0.0
C -2.43097 0.24734 3.96596 0.0 0.0 0.0
C -1.00927 -2.39783 2.85207 0.0 0.0 -0.1
C -2.07453 -3.29118 2.84740 -0.1 0.0 0.0
C -2.11247 -4.35373 3.74168 0.0 0.0 0.0
C -1.07929 -4.53600 4.64958 0.0 0.0 0.0
C -0.00818 -3.65321 4.65862 0.0 0.0 0.0
C 0.02673 -2.59234 3.76437 0.0 -0.1 0.0
Sb -0.02719 1.64333 -1.08219 -0.1 -0.1 0.0
C -0.19712 3.65624 -0.30308 0.0 0.0 0.0
C 0.97753 4.38339 -0.10895 0.0 0.0 0.0
C 0.94510 5.67558 0.39485 0.0 0.0 0.0
C -0.26898 6.26359 0.72676 0.0 0.0 0.0
C -1.44540 5.55112 0.54670 0.0 0.0 0.0
C -1.40587 4.25889 0.03427 0.0 0.0 0.0
C 0.39305 2.25902 -3.07550 0.0 0.0 0.0
C 1.72851 2.29615 -3.46625 0.0 0.1 0.0
C 2.06951 2.67161 -4.75884 0.0 0.0 0.0
C 1.07752 3.01642 -5.66370 0.0 0.0 0.0
C -0.25695 2.97123 -5.28150 0.0 0.0 0.0
C -0.59885 2.58694 -3.99349 0.0 0.0 0.0
H -2.58258 2.22517 -1.62544 0.0 0.0 0.0
H -2.21498 0.57545 -2.11080 0.0 0.0 0.0
H -3.98918 0.78915 -0.34713 0.0 0.0 0.0
H -2.84706 1.48534 0.76950 0.0 0.0 0.0
H -2.48513 -1.31249 -0.43251 0.0 0.0 0.0
H -3.41184 -1.00466 1.05402 0.0 0.0 0.0
H -0.43410 2.37724 2.26158 -0.1 0.0 0.0
H -1.46865 3.97496 3.79106 0.0 0.0 0.0
H -3.12193 3.20176 5.47700 0.0 0.0 0.0
H -3.72827 0.80213 5.58036 0.0 0.0 0.0
H -2.70425 -0.80009 4.02483 0.0 0.0 0.0
H -2.88576 -3.16954 2.13794 0.0 0.0 0.0
H -2.94624 -5.04577 3.71825 0.0 0.0 0.0
H -1.10116 -5.37290 5.33746 0.0 0.0 0.0
H 0.81396 -3.79845 5.34872 0.0 0.0 0.0
H 0.88600 -1.92901 3.76522 0.0 0.0 0.0
H 1.93625 3.92973 -0.33708 0.0 0.0 0.0
H 1.87094 6.21919 0.54078 0.0 0.0 0.0
H -0.29624 7.26972 1.12884 0.0 0.0 0.0
H -2.39816 5.99760 0.80883 0.0 0.0 0.0
H -2.33730 3.71864 -0.09069 0.0 0.0 0.0
H 2.50572 1.96796 -2.78569 0.0 0.0 0.0
H 3.10753 2.64417 -5.06382 0.0 0.0 0.0
H 1.34122 3.28824 -6.67943 0.0 0.0 0.0
H -1.03641 3.20545 -5.99738 0.0 0.0 0.0
H -1.64412 2.50663 -3.72368 0.0 0.0 0.0
O 2.55842 -2.55967 -3.34175 0.3 0.0 0.0
P 2.48027 -0.96525 -3.45463 0.0 0.0 0.1
O 3.44090 -0.40934 -4.42044 0.0 -0.1 -0.1
O 2.45978 -0.35533 -2.05664 0.0 -0.3 -0.2
O 0.97726 -0.80071 -4.09298 -0.1 0.0 0.1
P -0.39314 -1.24468 -3.38604 0.0 0.2 -0.1
O -0.50883 -2.82892 -3.69429 0.0 0.0 -0.1
O -1.53469 -0.53957 -4.01450 0.0 0.0 0.0
O -0.21187 -1.13290 -1.88754 -0.1 -0.1 0.1
H 2.55992 -2.88621 -2.42459 -0.1 0.1 0.1
H -0.95397 -2.93434 -4.54132 0.0 0.0 0.0
Cl 3.38673 -0.90255 2.85938 0.0 -0.1 -0.1
Si 2.77019 0.13792 1.07818 -0.1 -0.1 -0.2
Cl 1.97432 1.86622 2.12176 0.2 0.0 0.0
Cl 4.59297 1.02656 0.43888 0.0 0.0 0.0
C -0.54071 -3.76151 -0.56007 0.0 -0.1 0.0
C 0.93495 -3.83777 -0.33688 -0.1 0.0 0.1
C 1.65673 -5.01059 -0.23925 0.0 0.0 -0.1
C 3.02013 -4.64625 -0.23473 0.0 0.1 0.0
C 3.06513 -3.26652 -0.30072 0.0 -0.1 0.2
C 4.31495 -2.44240 -0.34864 0.0 0.0 0.0
N 1.78037 -2.75447 -0.33083 0.3 -0.1 -0.4
H -0.96565 -4.76160 -0.44181 0.0 0.0 0.0
H -0.78336 -3.39612 -1.55601 0.0 -0.1 0.1
H -1.05152 -3.12095 0.15641 -0.1 0.1 0.1
H 1.23462 -6.00592 -0.23891 0.0 0.0 0.0
H 3.88102 -5.29930 -0.20500 0.0 0.0 0.0
H 5.12640 -3.04930 -0.75811 0.0 0.0 0.0
H 4.63166 -2.10819 0.63998 0.0 0.0 0.1
H 4.21005 -1.56186 -0.97953 0.0 0.0 0.0
```
Positions in Å, forces in eV/Å.

## Properties
- 2S+1 = 1
- total charge = -2
- maximum force (eV/Å) = 0.8
- Kohn-Sham gap (spin up / spin down) (eV) = 5.98 / 5.98